Record 1
Density functional theory data (the ωB97M-V functional and the def2-TZVPD basis) for a cluster of 2 separate species, C6H13NO in total.

```
! wB97M-V def2-TZVPD RIJCOSX def2/J DEFGRID3
* xyz 0 1
C 0.15920 -1.24735 1.52658
C -1.07013 -1.06150 0.55345
C -0.98503 0.18728 -0.27925
C -0.01666 0.29288 -1.19061
C -2.91846 1.60710 -0.57220
C -1.79589 1.42254 0.09556
N -0.07688 -0.84543 2.89006
H 0.52815 -2.26515 1.48513
H 0.83702 -0.52928 1.12789
H -2.02823 -1.23918 1.04372
H -1.00968 -1.91109 -0.12017
H 0.41966 -0.63296 -1.56163
H 0.22496 1.17292 -1.76877
H -3.55309 2.43798 -0.32271
H -3.21958 0.86904 -1.29751
H -1.13168 1.98158 0.74610
H -0.54415 -1.41983 3.56082
H -0.16128 0.15220 2.95628
H 5.47070 1.04007 -3.32464
H 5.08738 -0.33553 -2.78986
O 5.78365 0.32371 -2.75824
*
```

Computed properties:
structure (SMILES) = C=CC(=C)CCN.O
orbital gap = 9.32 eV
HOMO energy = -8.60 eV



Record 2
Density functional theory data (the ωB97M-V functional and the def2-TZVPD basis) for a structure of composition C42H19BiF20GeN3O5S4.

```
! wB97M-V def2-TZVPD RIJCOSX def2/J DEFGRID3
* xyz -1 1
Bi 0.87240 -0.26558 -0.62698
O -0.44097 -3.92886 0.85428
C -0.02010 -2.80194 0.95097
O 0.87093 -2.28377 0.12929
C -0.32385 -1.98675 2.21524
C 1.01368 -1.44413 2.75699
C 0.91117 -1.08583 4.24061
C 0.09790 0.22977 4.18036
C -0.13170 0.37395 2.67591
O 1.08394 -0.15872 2.11568
C -1.17076 -0.66316 2.20261
C -1.83772 -0.17134 0.90178
O -1.00635 0.41421 0.02943
O -1.80977 -1.82815 -0.78895
H -0.77727 -2.69958 2.90234
H 1.87870 -2.03991 2.48182
H 0.42383 -1.87477 4.81340
H 1.90311 -0.91677 4.65672
H -0.84245 0.18288 4.73021
H 0.67657 1.07242 4.55270
H -0.29735 1.38318 2.30970
H -1.96903 -0.76260 2.93863
C -0.44382 5.04366 0.96355
C -1.62671 4.13255 0.92986
N -1.56320 2.86182 1.14621
C -2.79452 2.25519 1.02241
C -3.81045 3.10396 0.70816
S -3.22310 4.70049 0.55927
C -2.96647 0.80135 1.24124
C -4.10383 0.34937 1.76914
S -4.49475 -1.33662 1.94375
C -3.51237 -2.00732 0.66670
N -2.46288 -1.39538 0.22003
C -3.89418 -3.30273 0.04051
H 0.44476 4.44224 1.13764
H -0.53591 5.78820 1.75516
H -0.33401 5.56856 0.01385
H -4.84197 2.86758 0.50877
H -4.87305 1.01726 2.13421
H -4.80724 -3.69588 0.48377
H -3.07079 -4.01132 0.15709
H -4.03072 -3.15685 -1.03293
F 3.62407 6.74675 4.72485
C 3.50314 5.74141 3.83847
C 2.58753 4.72540 4.03877
F 1.80803 4.74474 5.13539
C 2.47344 3.69868 3.11981
F 1.55661 2.74967 3.39232
C 3.25041 3.60755 1.95854
S 3.11987 2.31793 0.80528
C 4.15853 4.66276 1.80143
F 4.95613 4.70792 0.71533
C 4.29252 5.70007 2.70455
F 5.18824 6.68032 2.48649
C 3.59730 3.84500 -2.01505
C 2.88146 2.58925 -2.20017
N 2.31742 1.60504 -2.37337
H 3.77611 4.30699 -2.98630
H 4.53186 3.64924 -1.49401
H 3.00082 4.50157 -1.38588
F 0.34539 2.26489 -4.29003
C -0.42432 1.81360 -5.28867
C -0.26198 0.51501 -5.74427
C -1.11111 0.11748 -6.75882
F -1.07336 -1.12926 -7.25602
C -2.05458 0.96591 -7.31592
F -2.85502 0.54631 -8.30183
C -2.17093 2.25817 -6.84367
F -3.07235 3.08770 -7.37479
C -1.34958 2.69083 -5.81755
F -1.46289 3.94045 -5.35917
Ge 0.97655 -0.64333 -4.71282
S -0.15471 -1.01131 -2.89498
C 2.80576 0.04208 -4.93304
C 3.80062 -0.70869 -4.33338
F 3.46635 -1.78798 -3.60995
C 5.14054 -0.38156 -4.40425
F 6.07095 -1.12627 -3.80545
C 5.50936 0.75269 -5.10503
F 6.79489 1.09787 -5.19086
C 4.54289 1.52550 -5.72278
F 4.90856 2.61713 -6.40399
C 3.21012 1.16117 -5.63300
F 2.33212 1.95134 -6.26377
C 1.20662 -2.30270 -5.78059
C 1.00572 -3.59438 -5.31964
F 0.64757 -3.83696 -4.06175
C 1.18715 -4.70520 -6.13105
F 0.99120 -5.93813 -5.65754
C 1.58593 -4.53687 -7.44272
F 1.76686 -5.59883 -8.23089
C 1.80138 -3.26307 -7.93628
F 2.18124 -3.09540 -9.20763
C 1.60714 -2.18201 -7.10032
F 1.79313 -0.96230 -7.63972
*
```

Computed properties:
orbital gap = 6.64 eV
HOMO energy = -4.79 eV



Record 3
Density functional theory data (the ωB97M-V functional and the def2-TZVPD basis) for a structure of composition C25H49Al2B2Br2CaCl5F4NO18P2.

```
! wB97M-V def2-TZVPD RIJCOSX def2/J DEFGRID3
* xyz 1 1
C 2.11834 -5.21383 1.36809
C 1.28932 -4.23014 0.53034
O 0.26307 -3.70102 1.36064
C -0.74087 -3.01302 0.63359
C -0.26431 -1.66230 0.12081
O 0.03301 -0.81875 1.21734
C 1.36871 -0.80872 1.58139
B 1.81955 0.56235 2.46653
B 0.50006 1.16664 3.63112
O -0.71885 0.59066 3.62569
O 0.85062 2.15594 4.46303
O 2.27396 1.51720 1.51541
C 3.67207 1.63998 1.55097
P 4.64349 0.34438 0.58930
O 3.79246 0.50650 -0.90189
Br 6.59544 1.18161 0.19504
C 3.89016 1.37490 3.05621
Br 5.63997 0.89442 3.66860
O 3.57599 2.66300 3.61059
C 3.97038 2.85706 4.83933
N 4.22396 3.08432 5.93505
O 2.95893 0.39711 3.31418
H 3.14831 -4.87490 1.41225
H 1.71290 -5.23412 2.37642
H 2.04472 -6.20260 0.92545
H 1.94381 -3.45804 0.11350
H 0.79938 -4.74328 -0.30224
H -1.51594 -2.78849 1.36278
H -1.16496 -3.62463 -0.16703
H 0.54335 -1.73910 -0.61934
H -1.11458 -1.21168 -0.39566
H 1.97026 -0.76453 0.66844
H 1.69535 -1.68552 2.14906
H -1.28473 1.02439 2.96713
H 1.42607 1.82197 5.17253
H 3.93718 2.66989 1.31865
H 4.38230 0.14544 -1.64325
Ca 2.54716 0.58281 -2.63337
C 2.32822 6.80028 1.49189
C 1.70697 5.63679 0.73951
C 0.40061 5.19377 1.38094
O 2.62503 4.53203 0.70417
H 2.55660 6.51516 2.52245
H 3.26539 7.10064 1.02539
H 1.65856 7.65965 1.51175
H 1.52904 5.92282 -0.29733
H 0.57558 4.86042 2.40896
H -0.03052 4.35253 0.83174
H -0.32643 6.00485 1.39994
H 2.78731 4.28170 1.62149
C -0.72368 -0.51256 -6.97919
C -0.96479 0.80504 -6.25906
O -0.02916 1.80751 -6.55717
C 0.07694 2.22633 -7.91938
C -1.20419 2.79698 -8.48942
H 0.28326 -0.88477 -6.77561
H -1.44703 -1.26100 -6.65108
H -0.82003 -0.40634 -8.05848
H -0.87336 0.65142 -5.17485
H -1.99016 1.15027 -6.43323
H 0.45359 1.40806 -8.54019
H 0.84351 2.99322 -7.92622
H -2.01006 2.05863 -8.51612
H -1.03074 3.14152 -9.50701
H -1.54906 3.63886 -7.88764
C 1.96314 -8.48391 5.24396
C 1.05137 -7.92970 4.34610
C 0.71920 -8.62202 3.18526
C 1.30165 -9.86951 2.92130
C 2.21817 -10.41601 3.81549
C 2.54582 -9.72075 4.97877
H 2.22055 -7.95038 6.14888
H 0.59867 -6.96941 4.55319
H 0.00932 -8.19914 2.48462
H 1.03689 -10.40813 2.01919
H 2.66742 -11.37849 3.61127
H 3.25578 -10.14300 5.67695
C -7.40573 0.25873 1.60838
O -6.52895 -0.63639 0.87960
P -5.76368 -0.06480 -0.40858
O -5.19510 -1.23722 -1.09228
O -4.65662 0.80109 0.40343
C -3.64583 0.06477 1.06139
O -5.98865 1.11110 -1.44500
C -6.87921 0.85521 -2.55924
H -7.75341 -0.26049 2.49651
H -6.86853 1.16004 1.91101
H -8.25867 0.53004 0.99420
H -3.55241 -0.94425 0.65474
H -3.85502 0.00466 2.13289
H -2.70106 0.59620 0.91757
H -7.78901 0.35029 -2.23953
H -6.36340 0.25065 -3.30146
H -7.14164 1.81698 -2.98862
C -11.28864 0.90566 0.39759
Cl -10.19362 0.12869 -0.76025
Cl -10.40029 1.99867 1.46525
Cl -12.56801 1.76257 -0.44386
H -11.73856 0.13168 1.00418
F 6.06879 6.41862 6.16940
Al 7.50757 5.62864 6.58660
F 7.86453 4.49785 5.36372
F 7.29706 4.80599 8.04407
F 8.76102 6.74017 6.72052
Al -0.38167 -10.22422 4.51851
Cl 5.16626 0.57650 -3.48193
O 2.96383 3.03933 -9.94897
Cl 2.74938 4.44041 -9.67469
O 3.22257 4.72991 -8.33773
O 1.34016 4.72686 -9.76079
O 3.47113 5.24674 -10.61454
*
```

Computed properties:
orbital gap = 1.14 eV
HOMO energy = -9.57 eV



Record 4
Density functional theory data (the ωB97M-V functional and the def2-TZVPD basis) for a structure of composition C21H20BrN5O11Ti.

```
! wB97M-V def2-TZVPD RIJCOSX def2/J DEFGRID3
* xyz 0 3
Ti 0.13840 -16.16361 7.92193
O -2.68519 -18.46988 6.21355
C -1.83900 -18.55030 7.23671
O -1.37525 -17.55124 7.76214
C -1.40611 -19.90009 7.71379
O -0.64549 -19.69557 8.84315
C 0.75114 -19.96503 8.67952
C 1.32773 -19.05031 7.58236
O 1.55249 -19.46830 6.47952
O 1.47143 -17.76930 7.95134
H -2.66334 -17.48753 5.94952
H -0.90269 -20.36785 6.89230
H -2.29980 -20.47351 7.92446
H 0.79319 -20.91596 8.21518
H 1.22986 -19.87746 9.66539
O 0.34435 -15.62569 9.71496
C 0.12715 -14.48241 10.32658
C -0.91271 -13.59905 9.95240
C -1.33196 -12.53738 10.75222
C -2.47061 -11.82426 10.36505
C -3.24999 -12.15049 9.24015
C -2.93292 -13.18162 8.40384
C -1.71531 -13.87934 8.72577
O -1.18192 -14.72583 7.82936
N -2.81173 -10.71874 11.29186
O -3.84225 -10.10691 11.08753
O -1.99145 -10.45011 12.21021
H 0.72036 -14.46187 11.26239
H -0.60568 -12.19838 11.51916
H -4.04175 -11.52038 8.97001
H -3.56566 -13.54510 7.62581
O 3.68966 -10.70372 6.87393
C 3.01549 -11.89622 6.83096
C 1.76615 -12.05512 6.27488
C 1.12784 -13.28004 6.46042
N 1.69217 -14.32243 7.09842
C 2.96758 -14.10978 7.55673
Br 3.88425 -15.57026 8.24006
C 3.64805 -12.96468 7.42528
H 3.21123 -10.09936 6.24314
H 1.23911 -11.21841 5.76584
H 0.05948 -13.41113 6.22102
H 4.70189 -12.92500 7.72970
C -2.82812 -14.25093 3.56715
N -1.47381 -14.77794 4.01489
C -0.33864 -14.67552 3.23027
C 0.83129 -15.29215 3.50855
C 0.85101 -15.98004 4.77926
N -0.20360 -16.18816 5.48210
C -1.43521 -15.62922 5.13759
O -2.44701 -16.07753 5.61244
N 2.04690 -16.43536 5.19766
H -2.75632 -14.27216 2.48241
H -3.03882 -13.20543 3.93661
H -3.58592 -15.04749 3.77551
H -0.40616 -13.97657 2.36539
H 1.72798 -15.05740 2.91441
H 2.82957 -16.66916 4.52913
H 2.03357 -17.11863 5.93491
*
```

Computed properties:
<S²> = 2.03
orbital gap (spin up / spin down) = 5.51 / 7.85 eV
HOMO energy (spin up / spin down) = -5.67 / -8.01 eV



Record 5
Density functional theory data (the ωB97M-V functional and the def2-TZVPD basis) for a structure of composition C39H47HfN11O5S.

```
! wB97M-V def2-TZVPD RIJCOSX def2/J DEFGRID3
* xyz 2 1
Hf -0.20948 -0.32068 -0.07052
C -7.49549 -0.37704 -3.25879
O -6.49965 -0.33455 -2.23939
C -6.86266 0.16064 -1.03004
C -8.11652 0.66052 -0.71011
C -8.36731 1.11825 0.57747
C -7.38860 1.06131 1.55435
C -6.13647 0.54923 1.24410
C -5.86279 0.12606 -0.04726
N -4.61337 -0.42034 -0.44629
C -3.39069 -0.03754 -0.03446
N -3.31832 1.17904 0.50865
C -2.32361 1.76799 1.31994
C -1.04461 1.20863 1.40529
C -0.20387 1.76910 2.38365
C -0.59216 2.82122 3.19834
C -1.83225 3.40065 3.01283
C -2.70645 2.90057 2.05926
O -3.89192 3.57021 1.98140
C -4.58372 3.77325 0.75685
N -2.32283 -0.84707 -0.22278
C -2.63776 -1.94770 -1.10312
C -2.98888 -3.19499 -0.60058
C -3.30311 -4.23779 -1.45730
C -3.29747 -4.00988 -2.82898
C -3.00128 -2.75773 -3.34388
C -2.68043 -1.70845 -2.48303
O -2.42398 -0.43967 -2.86862
C -2.42451 -0.15075 -4.27124
H -7.01637 -0.82325 -4.12469
H -7.83701 0.62901 -3.50793
H -8.34085 -0.99365 -2.94920
H -8.89709 0.69906 -1.45478
H -9.34591 1.51156 0.81433
H -7.59617 1.39842 2.55950
H -5.37973 0.47361 2.01478
H -4.66641 -1.17066 -1.11816
H -4.20698 1.65690 0.49568
H 0.79717 1.38873 2.53925
H 0.07809 3.20538 3.95533
H -2.15850 4.25159 3.59434
H -5.17556 4.67412 0.89961
H -5.28587 2.96448 0.52765
H -3.88775 3.93091 -0.07088
H -3.01834 -3.33129 0.47557
H -3.56472 -5.20873 -1.06182
H -3.54141 -4.81312 -3.51034
H -3.01547 -2.60023 -4.41223
H -2.15156 0.89711 -4.35344
H -3.42111 -0.30041 -4.68941
H -1.68693 -0.76278 -4.78780
N 0.03101 -2.69707 -0.26538
C 0.24026 -3.12014 -1.66802
C 0.27672 -1.91749 -2.59388
O 0.21758 -2.00090 -3.78765
O 0.40265 -0.76471 -1.93550
H 0.83331 -2.97258 0.28352
H -0.78491 -3.17653 0.10260
H -0.54418 -3.80225 -1.99534
H 1.19548 -3.63732 -1.76301
C 0.89369 -3.08490 4.41370
N 1.85972 -3.26821 3.33273
C 2.80775 -4.26868 3.31982
C 3.56454 -4.08969 2.21875
N 3.06418 -2.98086 1.55883
C 2.03250 -2.46370 2.26612
S 1.16529 -0.97837 2.11759
C 3.71160 -2.40549 0.41539
C 5.09125 -2.31075 0.41025
C 5.68652 -1.84104 -0.75026
C 4.88678 -1.50313 -1.83187
C 3.51407 -1.63116 -1.70537
N 2.92096 -2.07414 -0.59200
H 0.58795 -4.06755 4.76245
H 0.03448 -2.53916 4.03595
H 1.35424 -2.52414 5.22460
H 2.84465 -5.02467 4.08349
H 4.36937 -4.67634 1.81190
H 5.68172 -2.57068 1.27901
H 6.76217 -1.74691 -0.80466
H 5.31420 -1.15159 -2.75990
H 2.86030 -1.39216 -2.53338
C 1.50765 1.63107 -2.26335
N 1.10784 1.63522 -0.79299
C 2.40028 1.69675 -0.01372
N 3.21580 2.82940 -0.37831
C 3.53767 2.75021 -1.80339
N 2.32730 2.76091 -2.62147
C 1.59522 3.99729 -2.35996
N 1.23148 4.09223 -0.94953
C 0.40666 2.96891 -0.58490
C 2.45298 4.06082 -0.14257
H 0.59520 1.62763 -2.85900
H 2.05052 0.71588 -2.46512
H 2.94833 0.76995 -0.20439
H 2.15678 1.75186 1.04645
H 4.09659 1.83099 -1.99434
H 4.16118 3.60176 -2.07586
H 0.69020 4.01964 -2.96988
H 2.21993 4.84869 -2.63051
H -0.49629 2.95739 -1.20293
H 0.12235 3.04877 0.45769
H 2.18844 4.12306 0.91456
H 3.07491 4.91796 -0.39953
*
```

Computed properties:
orbital gap = 7.64 eV
HOMO energy = -12.60 eV



Record 6
Density functional theory data (the ωB97M-V functional and the def2-TZVPD basis) for a structure of composition C8H30B2N2NiO2.

```
! wB97M-V def2-TZVPD RIJCOSX def2/J DEFGRID3
* xyz 0 3
Ni -0.34816 -0.39608 0.71022
B -0.52786 -0.22705 3.03377
H -0.81204 -1.20063 3.67467
H -0.28972 0.73778 3.72435
H 0.47186 -0.45470 2.42153
H -1.42688 -0.04519 2.26362
B -0.94270 -2.61395 0.45755
H -1.91466 -1.96978 0.76698
H -0.28266 -2.04382 -0.40050
H -0.23539 -2.95556 1.36967
H -1.29024 -3.63262 -0.08296
C -3.87364 0.08760 -1.84498
C -2.46252 -0.15864 -1.34661
C -1.36901 0.38793 -2.24457
O -0.12078 0.02109 -1.71487
C 0.78570 -0.54825 -2.65143
N -2.22034 0.41212 0.02464
H -3.86756 0.09656 -2.94321
H -4.30541 1.05572 -1.57995
H -4.57006 -0.69707 -1.55750
H -2.32302 -1.22837 -1.19223
H -1.44490 1.48427 -2.30440
H -1.58813 0.00418 -3.24664
H 0.88662 0.10281 -3.52131
H 0.49444 -1.57864 -2.85210
H 1.77201 -0.56851 -2.18279
H -2.98240 0.07748 0.61012
H -2.41606 1.41013 -0.04924
C 2.50291 2.96600 0.48245
C 1.84685 1.63845 0.16987
C 2.68362 0.47809 0.69561
O 1.89917 -0.69199 0.66329
C 2.57361 -1.81183 1.22878
N 0.49322 1.56487 0.78238
H 3.50552 2.98988 0.03088
H 2.69188 3.06380 1.55120
H 1.98488 3.80391 0.02054
H 1.76788 1.48810 -0.90629
H 3.04493 0.73596 1.69906
H 3.53759 0.32686 0.02499
H 2.70906 -1.67811 2.30471
H 3.54210 -1.93960 0.73728
H 1.93720 -2.67722 1.06640
H -0.00380 2.33829 0.34289
H 0.48688 1.84572 1.76413
*
```

Computed properties:
<S²> = 2.00
orbital gap (spin up / spin down) = 8.91 / 8.96 eV
HOMO energy (spin up / spin down) = -8.76 / -8.83 eV